# C38H28Br2FIrN7O4

A structure of composition C38H28Br2FIrN7O4 (ωB97M-V/def2-TZVPD, OMol25).

Values from the calculation:
- energy above the lowest of the compared OMol25 structures with the same formula, charge and spin (kcal per mole) = 21.3
- lowest unoccupied orbital energy (spin up / spin down) (eV) = -6.21 / -8.17
- expectation value of S² = 0.78
- HOMO-LUMO gap (spin up / spin down) (eV) = 5.61 / 3.66
- HOMO (spin up / spin down) (Eh) = -0.4344 / -0.4344
- max |F| (eV Å⁻¹) = 0.2

Geometry as ORCA input:
```
! RIJCOSX wB97M-V def2-TZVPD def2/J DEFGRID3
* xyz 2 2
Ir -0.26 -0.51 0.68
N 0.82 -0.57 -3.49
C 0.12 -0.66 -2.38
N 0.63 -0.57 -1.18
C 2.02 -0.35 -1.03
N 2.57 -0.22 0.13
N 1.63 -0.25 1.13
C 1.93 -0.06 2.36
C 0.79 -0.07 3.29
C 0.93 0.17 4.64
C -0.20 0.18 5.44
C -1.44 -0.04 4.86
C -1.51 -0.27 3.50
N -0.43 -0.29 2.73
C 2.83 -0.28 -2.23
C 4.22 -0.09 -2.18
C 4.94 -0.01 -3.35
C 4.30 -0.12 -4.58
C 2.93 -0.31 -4.66
C 2.21 -0.38 -3.47
H 0.34 -0.64 -4.38
H -0.95 -0.81 -2.48
H 2.95 0.12 2.67
H 1.92 0.35 5.05
H -0.11 0.36 6.50
H -2.34 -0.02 5.45
H -2.46 -0.42 3.00
H 4.70 0.00 -1.22
H 6.01 0.14 -3.31
H 4.88 -0.06 -5.50
H 2.43 -0.39 -5.61
C -2.94 1.11 -0.97
C -3.28 -0.15 -0.18
C -4.61 -0.58 -0.10
C -4.93 -1.80 0.44
C -3.89 -2.67 0.84
C -4.07 -4.02 1.30
Br -5.78 -4.71 1.50
C -2.99 -4.84 1.60
C -1.70 -4.37 1.47
Br -0.25 -5.46 1.83
C -1.45 -3.02 1.05
O -0.27 -2.57 0.91
C -2.59 -2.18 0.75
N -2.30 -0.92 0.31
H -2.81 2.29 0.87
H -4.27 2.02 -2.06
H -1.95 0.92 -1.38
H -5.38 0.06 -0.50
H -5.96 -2.12 0.51
H -3.16 -5.85 1.93
C -1.91 7.35 -1.24
C -2.18 6.30 -2.31
C -3.35 6.64 -3.21
C -4.64 6.68 -2.41
C -4.82 5.44 -1.58
C -6.08 5.10 -1.11
C -6.25 3.98 -0.34
F -7.46 3.66 0.13
C -5.19 3.15 -0.04
C -3.91 3.45 -0.52
C -2.79 2.50 -0.20
O -3.83 1.16 -2.06
C -1.47 3.08 -0.61
C -1.37 4.21 -1.33
N -2.43 4.98 -1.69
C -3.72 4.62 -1.27
C -0.29 2.26 -0.31
O 0.77 2.25 -0.90
O -0.60 1.44 0.69
H -1.74 8.32 -1.69
H -1.02 7.08 -0.66
H -2.74 7.43 -0.54
H -1.28 6.17 -2.92
H -3.42 5.89 -4.00
H -3.17 7.60 -3.69
H -5.50 6.79 -3.08
H -4.65 7.56 -1.76
H -6.94 5.73 -1.35
H -5.36 2.28 0.59
H -0.40 4.56 -1.65
*
```

# C4H7ClS2

An isolated molecule of C4H7ClS2 (ωB97M-V/def2-TZVPD, OMol25).

Values from the calculation:
- energy above the lowest of the compared OMol25 structures with the same formula, charge and spin (kcal per mole) = 8.0
- lowest unoccupied orbital energy (eV) = -0.27
- SMILES string = CSC(=S)[C@@H](C)Cl
- HOMO-LUMO gap (eV) = 8.58
- HOMO (Eh) = -0.3253
- max |F| (eV Å⁻¹) = 1.5

Geometry as ORCA input:
```
! RIJCOSX wB97M-V def2-TZVPD def2/J DEFGRID3
* xyz 0 1
C 3.03 0.05 -0.27
C 0.30 0.16 -0.04
C -1.01 -0.76 -0.14
C -1.25 -1.21 1.29
H 3.07 0.74 -1.12
H 3.09 0.58 0.67
H 3.88 -0.69 -0.33
H -0.93 -1.58 -0.84
H -2.27 -1.38 1.56
H -0.74 -2.14 1.50
H -0.96 -0.36 1.90
S 1.57 -0.95 -0.26
S 0.31 1.72 0.42
Cl -2.45 0.18 -0.64
*
```

# C2H6NO

The ion C2H6NO with charge -1 (ωB97M-V/def2-TZVPD, OMol25).

Values from the calculation:
- energy above the lowest of the compared OMol25 structures with the same formula, charge and spin (kcal per mole) = 3.3
- lowest unoccupied orbital energy (eV) = 5.05
- SMILES string = NCC[O-]
- HOMO-LUMO gap (eV) = 7.14
- HOMO (Eh) = -0.0769
- max |F| (eV Å⁻¹) = 1.4

Geometry as ORCA input:
```
! RIJCOSX wB97M-V def2-TZVPD def2/J DEFGRID3
* xyz -1 1
C 0.62 0.36 0.80
O 1.34 -0.73 1.10
C -0.68 0.07 0.00
N -0.46 -0.66 -1.24
H 1.19 1.01 0.07
H 0.29 0.95 1.70
H -1.05 1.06 -0.30
H -1.41 -0.42 0.66
H 0.19 -0.08 -1.77
H -0.03 -1.55 -1.02
*
```